{
  "formula": "C15H31ClP2V",
  "method": "ωB97M-V/def2-TZVPD",
  "species": ["P", "P", "C", "C", "H", "H", "H", "H", "C", "H", "H", "H", "C", "H", "H", "H", "C", "H", "H", "H", "C", "H", "H", "H", "V", "C", "C", "C", "C", "C", "C", "C", "C", "C", "H", "H", "H", "H", "H", "H", "H", "H", "H", "H", "H", "H", "H", "H", "H", "Cl"],
  "coordinates": [[1.17892, -0.19385, -1.90379], [-2.10413, -1.06875, 0.04047], [-0.34963, -1.24909, -2.15567], [-1.67265, -0.61850, -1.67292], [-0.15874, -2.21800, -1.66110], [-0.40084, -1.52332, -3.22464], [-1.66783, 0.46389, -1.81847], [-2.47001, -1.03345, -2.30676], [-2.53709, -2.80317, -0.31597], [-2.67000, -3.42643, 0.55210], [-1.80478, -3.31398, -0.94881], [-3.47405, -2.90084, -0.87626], [-3.64603, -0.17779, 0.39798], [-4.51215, -0.60525, -0.11869], [-3.52139, 0.87888, 0.11676], [-3.81295, -0.20027, 1.48510], [2.56633, -1.18077, -2.52198], [3.51656, -0.77250, -2.15502], [2.55799, -1.12439, -3.62081], [2.47958, -2.23854, -2.23247], [1.00439, 0.97511, -3.32569], [0.15770, 1.66503, -3.19059], [0.90283, 0.41717, -4.25732], [1.91434, 1.59412, -3.34816], [2.77346, -2.14707, 2.82192], [-1.34856, 1.25862, 1.98644], [-1.19216, -0.00075, 1.24605], [0.31541, -0.48183, 0.96896], [1.45532, 0.52364, 0.62451], [1.32928, 1.41551, -0.72875], [0.50594, 2.57955, -0.65658], [-0.71111, 2.72188, 0.15266], [-0.55704, 2.43758, 1.70013], [3.05490, -0.20814, 3.75748], [-1.71234, 1.13102, 3.00569], [-1.52396, -0.70652, 2.07114], [0.23627, -1.27711, 0.20864], [0.60335, -1.12539, 1.84619], [1.62412, 1.15489, 1.50853], [2.37407, -0.09068, 0.61013], [2.34542, 1.77576, -0.97089], [1.02893, 3.51308, -0.75272], [-1.55604, 2.12599, -0.21262], [-1.01275, 3.76556, 0.04852], [0.47601, 2.24752, 1.94489], [-0.82113, 3.29236, 2.30218], [2.25052, 0.09844, 4.44511], [3.20550, 0.62958, 3.07146], [3.93150, -0.32098, 4.39746], [1.44872, -3.65782, 3.66623]],
  "e_above_lowest_ev": 4.085,
  "homo_lumo_gap_ha": [0.1751, 0.1521],
  "multiplicity": 4,
  "e_tot_ha": -2676.646839
}